Molecular formula: C30H29N3O8
Method: DFT, ωB97M-V/def2-TZVPD

Results
* spin multiplicity: 1

Geometry (Å):
1 C 5.3613 1.4056 -3.0699
2 C 4.9309 1.3585 -1.6905
3 C 4.5782 1.3118 -0.5457
4 C 4.1240 1.2337 0.8292
5 N 2.6810 1.3041 0.9147
6 C 2.0054 1.4217 2.0964
7 C 2.4993 1.5761 3.3833
8 C 1.5894 1.7002 4.4227
9 C 0.2241 1.6732 4.1974
10 C -0.2724 1.5359 2.9041
11 C 0.6217 1.4175 1.8688
12 C 0.3930 1.3223 0.3734
13 C -0.1270 2.6471 -0.2042
14 C -1.6499 2.5301 -0.0637
15 C -2.3788 3.0976 -1.2872
16 O -2.1643 2.7356 -2.4129
17 O -3.1702 4.1060 -0.9407
18 C -3.9558 4.6703 -1.9833
19 N -1.8969 1.0916 0.0206
20 C -3.1816 0.6280 -0.2160
21 O -4.0196 1.4026 -0.6393
22 C -3.4427 -0.7620 0.1282
23 C -2.9372 -1.5054 1.2383
24 C -3.5077 -2.7340 1.1643
25 C -3.3991 -3.9319 2.0384
26 O -4.3258 -2.8011 0.0825
27 C -4.3015 -1.6083 -0.5328
28 C -5.0970 -1.4122 -1.7684
29 C -0.7352 0.3794 0.0574
30 N -0.6347 -0.8707 -0.1598
31 C 0.6393 -1.3969 -0.2361
32 C 0.7045 -2.8748 -0.3862
33 O 1.7159 -3.4777 -0.6609
34 O -0.4751 -3.4529 -0.1906
35 C -0.5136 -4.8636 -0.3376
36 C 1.7740 -0.6701 -0.2811
37 C 3.0848 -1.3605 -0.4989
38 O 3.8145 -1.7311 0.3824
39 O 3.3562 -1.4524 -1.7998
40 C 4.5440 -2.1632 -2.1222
41 C 1.7726 0.8431 -0.1253
42 H 6.3726 1.0097 -3.1587
43 H 4.6899 0.8045 -3.6825
44 H 5.3506 2.4332 -3.4327
45 H 4.5287 2.0878 1.3889
46 H 4.5081 0.3066 1.2801
47 H 3.5599 1.5871 3.5782
48 H 1.9586 1.8115 5.4317
49 H -0.4616 1.7594 5.0261
50 H -1.3381 1.5158 2.7281
51 H 0.2670 3.5155 0.3205
52 H 0.1325 2.7144 -1.2635
53 H -2.0366 3.0279 0.8318
54 H -4.7369 3.9642 -2.2700
55 H -4.3917 5.5805 -1.5798
56 H -3.3321 4.8884 -2.8524
57 H -2.2563 -1.1590 1.9869
58 H -2.3815 -4.0315 2.4052
59 H -4.0685 -3.8475 2.8950
60 H -3.6741 -4.8212 1.4772
61 H -4.6965 -2.0196 -2.5799
62 H -6.1306 -1.7110 -1.6012
63 H -5.0640 -0.3649 -2.0517
64 H -0.0193 -5.1639 -1.2640
65 H -1.5651 -5.1382 -0.3555
66 H -0.0061 -5.3464 0.5008
67 H 5.4122 -1.6523 -1.7002
68 H 4.4856 -3.1736 -1.7142
69 H 4.5990 -2.1891 -3.2073
70 H 2.0662 1.2887 -1.0857

Cartesian forces, eV/Å:
C 0.0475 0.0188 -0.2134
C -0.0965 0.0193 0.5594
C 0.1850 0.0973 -0.3979
C 0.0745 -0.0103 0.5653
N 0.1044 0.1686 -0.3015
C -0.3928 0.1406 0.3469
C 0.1717 -0.0380 -0.2076
C -0.1496 0.0175 0.0848
C -0.0888 0.0486 0.2088
C 0.1259 -0.0310 -0.0174
C 0.1651 -0.1852 0.0355
C 0.0727 0.1887 -0.0319
C 0.0527 -0.0140 -0.0830
C -0.3487 0.3471 -0.0565
C 0.3829 0.0699 0.0248
O 0.0000 -0.0190 -0.0141
O 0.0263 0.1611 0.3265
C -0.0364 0.0269 -0.3512
N -0.2307 0.6643 0.0208
C -0.3744 -0.2344 -0.0617
O -0.0324 -0.1115 0.1160
C -0.8153 -0.7728 -0.1948
C -0.4762 -0.6411 -0.0517
C 0.7144 0.6336 0.6977
C -0.2107 0.1584 -0.1461
O -0.3000 -0.2466 -0.2973
C 0.4483 1.1161 -0.0494
C 0.0502 -0.2476 0.1225
C 0.9985 -1.0205 -0.1194
N -0.6662 0.7581 -0.1189
C 0.9860 0.5347 -0.0209
C 0.3386 -0.3021 -0.1307
O -0.2057 -0.0903 0.0548
O -0.2610 0.2253 0.0845
C 0.2150 -0.3555 -0.0940
C -0.4630 -0.5331 0.1304
C -0.0024 0.0014 0.0933
O 0.0965 0.0562 -0.0237
O -0.2154 0.1239 -0.2103
C 0.2616 -0.1423 0.1260
C -0.1016 -0.2477 -0.4473
H 0.0102 0.0054 -0.1025
H 0.0369 0.0018 -0.1101
H 0.0323 -0.0374 -0.1062
H -0.0041 -0.1397 -0.0233
H -0.0299 0.2024 -0.0013
H 0.1293 -0.0232 0.0192
H 0.0267 0.0025 0.0811
H -0.0469 0.0099 0.0871
H -0.1408 -0.0041 -0.0282
H 0.0025 -0.0163 -0.0105
H -0.0490 -0.0153 0.0255
H 0.0782 -0.0774 -0.1206
H 0.0332 0.0423 0.0067
H 0.0174 -0.0553 -0.0082
H -0.0970 0.0183 0.0713
H 0.2147 -0.0158 0.1917
H 0.0718 -0.0522 0.0262
H -0.0242 -0.0897 0.0379
H 0.0374 -0.1293 0.0099
H -0.0088 -0.0348 -0.0760
H -0.0866 0.0253 -0.0304
H -0.0212 0.0182 -0.0116
H -0.0829 -0.0012 0.0871
H 0.0255 0.0269 0.0153
H -0.0393 0.0207 -0.0630
H -0.0251 -0.0492 -0.0490
H 0.0366 0.0492 -0.0504
H -0.0117 0.0099 0.0290
H -0.1354 -0.0251 0.1461

These are the Mulliken partial charges, in e, on atoms 1 to 2: -1.4207, 0.2531


Molecular formula: C30H29N4
Method: DFT, ωB97M-V/def2-TZVPD

Results
* spin multiplicity: 1
* net charge: +1

Geometry (Å):
1 N 2.5132 -2.1097 -1.8271
2 N 1.5414 -1.9225 -1.2335
3 N 0.4477 -1.5976 -0.7280
4 C 0.2667 -1.9435 0.6858
5 C -1.2159 -2.2451 0.8785
6 C -1.6500 -3.0933 1.8969
7 C -3.0073 -3.4284 1.9817
8 C -3.9239 -2.8642 1.0867
9 C -3.4928 -1.9386 0.1266
10 C -2.1308 -1.6339 0.0240
11 C 1.1503 -3.1433 1.0311
12 C 1.1886 -4.1830 0.0960
13 C 2.0764 -5.2492 0.2890
14 C 2.8391 -5.3194 1.4637
15 C 2.6762 -4.3585 2.4642
16 C 1.7942 -3.2858 2.2650
17 C 0.6239 -0.7080 1.5296
18 C -0.4353 0.3870 1.7860
19 C 0.4290 1.6462 2.0985
20 C 1.8931 1.2288 1.8730
21 N 1.7517 0.0399 1.0242
22 H -0.9258 -3.5049 2.6090
23 H -3.3288 -4.1344 2.7524
24 H -4.9792 -3.1370 1.1522
25 H -4.2005 -1.4540 -0.5500
26 H -1.7731 -0.9289 -0.7323
27 H 0.4984 -4.2010 -0.7621
28 H 2.1485 -6.0166 -0.4903
29 H 3.5581 -6.1276 1.6052
30 H 3.2104 -4.4300 3.4140
31 H 1.6231 -2.5734 3.0778
32 H 0.8308 -1.0657 2.5502
33 H -1.0787 0.5119 0.8988
34 H -1.0904 0.0942 2.6204
35 H 0.1713 2.5024 1.4663
36 H 0.2450 1.9603 3.1280
37 H 2.5120 1.9905 1.3887
38 H 2.3452 0.9880 2.8543
39 H 2.6151 -0.4995 0.9245
40 C 0.0159 2.4246 -1.0847
41 C 0.6452 2.3238 -2.3432
42 C 1.5415 1.2248 -2.4981
43 C 2.2986 1.0749 -3.6402
44 C 2.2217 2.0333 -4.6620
45 C 1.2896 3.0794 -4.5684
46 C 0.4408 3.1792 -3.4751
47 C -0.9702 3.3924 -0.7230
48 C -2.0126 3.0118 0.1729
49 C -3.0696 3.8599 0.4568
50 C -3.1830 5.0846 -0.2111
51 C -2.1494 5.5011 -1.0680
52 C -1.0175 4.7171 -1.2572
53 H 0.1774 1.5728 -0.4204
54 H 1.6101 0.5247 -1.6641
55 H 2.9686 0.2201 -3.7131
56 H 2.8785 1.9612 -5.5250
57 H 1.2368 3.8271 -5.3598
58 H -0.3683 3.9152 -3.4737
59 H -2.0047 2.0094 0.6021
60 H -3.8106 3.5471 1.1970
61 H -4.0597 5.7095 -0.0514
62 H -2.2278 6.4572 -1.5803
63 H -0.1684 5.0967 -1.8289

Cartesian forces, eV/Å:
N -3.0589 0.5077 1.8046
N 1.7902 0.4577 -1.3544
N 1.2746 -0.3391 -1.4412
C -0.0651 0.0116 0.7235
C 0.0556 -0.1216 -0.0681
C -0.2496 -0.0493 -0.1420
C 0.1734 0.2445 -0.0506
C 0.0942 0.0622 0.0725
C 0.2910 -0.0712 0.2137
C -0.6343 -0.1825 -0.0086
C -0.7092 -0.2392 0.4309
C 0.4433 -0.7419 0.2512
C -0.2891 0.1984 0.0981
C 0.0467 0.1398 -0.1179
C -0.3959 0.0659 -0.1426
C 0.5060 -0.2086 -0.3248
C -0.0210 0.2893 1.1970
C 0.1517 -0.0366 -0.4426
C -0.4056 0.0716 0.1615
C -0.1030 -0.5222 0.3649
N 0.6530 0.3140 -0.5698
H -0.3367 0.0122 -0.3727
H 0.0023 0.2920 -0.3126
H 0.3314 0.1048 -0.0405
H 0.1543 -0.2524 0.2370
H -0.2159 -0.3902 0.1851
H 0.5689 0.2149 0.3514
H 0.0219 0.2256 0.4748
H -0.2623 0.1876 -0.0520
H -0.1325 -0.0890 -0.3474
H 0.2908 -0.3076 -0.3915
H 0.0227 -0.1117 -0.1668
H 0.3375 -0.0973 0.3862
H 0.1841 0.1834 -0.3538
H -0.0129 -0.2297 0.2424
H 0.1820 0.0654 -0.1054
H -0.1425 -0.0895 0.0546
H 0.0017 0.0537 -0.3180
H -0.3628 0.1427 0.2444
C -0.9780 -0.0792 -0.9916
C 0.2400 -0.2392 -0.3344
C -0.0523 0.2241 0.2837
C 0.1461 -0.0835 -0.1585
C -0.1819 -0.0782 0.6484
C -0.2292 0.1335 0.1199
C 0.3312 0.1688 0.1501
C -0.3037 0.7673 0.3530
C 0.3144 -0.0865 -0.1106
C -0.0762 -0.0250 -0.0496
C 0.4875 -0.3125 -0.0732
C 0.0721 -0.0270 0.1443
C -0.3349 -0.4480 -0.1218
H 0.0737 0.1933 -0.0650
H 0.1388 0.1893 -0.1752
H -0.1015 0.2419 -0.0918
H -0.1620 0.0032 0.1056
H -0.1538 -0.3401 0.1079
H 0.4397 -0.3146 -0.0472
H 0.0100 0.4495 -0.0817
H 0.1401 0.1239 -0.4160
H 0.2572 -0.0645 -0.0397
H 0.0860 -0.1091 0.2258
H -0.3431 -0.0532 0.2475

These are the Mulliken partial charges, in e, on atoms 1 to 2: -1.0559, 0.5477


Record-wise ΔE to the lowest compared entry with this formula, charge and spin values, in kcal/mol: 0.0 50.0
Record-wise E_HOMO values, in eV: -7.78 -11.23